# 1
{
  "formula": "C3H6F4Li2N2O11S4",
  "method": "ωB97M-V with the def2-TZVPD basis set",
  "total_charge": 0,
  "homo_energy_ha": -0.4290,
  "spin_multiplicity": 1,
  "symbols": ["S", "S", "S", "S", "F", "F", "F", "F", "O", "O", "O", "O", "O", "O", "O", "O", "O", "O", "O", "N", "N", "C", "C", "C", "Li", "Li", "H", "H", "H", "H", "H", "H"],
  "positions_angstrom": [[-9.881600, -11.847160, 10.596760], [-10.191880, -13.725600, 9.277860], [-8.824370, -15.130200, 14.931680], [-9.563100, -16.941930, 13.519450], [-10.306780, -11.387900, 12.102720], [-10.155240, -15.390690, 9.328010], [-9.870470, -16.961630, 11.935920], [-9.057310, -13.533210, 15.018820], [-10.997940, -11.185950, 9.931540], [-13.682470, -17.028570, 11.088550], [-13.644870, -15.360750, 9.540170], [-8.428150, -17.820050, 13.630270], [-8.951230, -13.475770, 8.455830], [-12.395030, -15.099170, 11.446090], [-9.798020, -15.564450, 15.934920], [-8.570350, -11.341210, 10.434830], [-10.795470, -17.392220, 14.124220], [-11.540950, -13.560150, 8.695570], [-7.408190, -15.129610, 15.210250], [-9.267820, -15.303970, 13.423280], [-9.993220, -13.585160, 10.808730], [-13.154580, -15.734920, 10.775530], [-14.270620, -16.161690, 8.563700], [-13.496050, -17.651260, 12.382040], [-10.722050, -14.421500, 12.412730], [-8.509890, -14.567370, 11.690220], [-12.545120, -18.149050, 12.571870], [-13.590420, -16.992050, 8.374100], [-14.302160, -18.349820, 12.606340], [-14.382650, -15.656230, 7.604500], [-13.533920, -16.825990, 13.093090], [-15.228890, -16.502690, 8.955530]],
  "forces_ev_per_a": [[-2.5, 5.3, 3.1], [-1.1, -6.1, -8.9], [1.3, 5.2, 6.7], [-1.7, -4.5, -2.6], [0.9, -1.5, -0.3], [0.3, 1.0, 0.4], [-0.1, 0.1, 0.1], [-0.4, -0.3, -0.9], [2.1, -2.2, 0.1], [0.9, 1.7, -0.9], [1.9, 1.7, 2.9], [-0.6, 1.9, 0.4], [-3.7, 0.2, 2.8], [0.0, 0.3, 0.3], [1.9, -0.4, -2.4], [0.3, -1.0, 0.1], [1.5, 1.5, -0.7], [3.6, 0.4, 1.8], [-1.5, -1.4, -1.1], [-0.2, -2.1, 0.4], [0.6, 4.2, 0.9], [-2.6, -3.7, -2.2], [0.1, -1.7, 0.4], [0.3, 1.4, 0.8], [-1.8, -0.1, 0.0], [0.8, -0.2, -0.3], [0.1, 0.1, -0.8], [-0.4, -0.4, 0.0], [-0.1, 0.2, -0.6], [0.1, 0.7, 0.5], [-0.1, -0.2, 0.4], [0.0, -0.1, -0.3]]
}

---

# 2
{
  "formula": "C3H6FIN3",
  "method": "ωB97M-V with the def2-TZVPD basis set",
  "total_charge": 1,
  "homo_energy_ha": -0.5209,
  "spin_multiplicity": 1,
  "smiles": "C[N@H+]1N=CN(F)[C@@H]1I",
  "symbols": ["I", "F", "N", "N", "N", "C", "C", "C", "H", "H", "H", "H", "H", "H"],
  "positions_angstrom": [[-1.312284, 2.547003, -0.929709], [1.868589, 2.316533, 0.239282], [-0.603214, -0.262773, 0.172364], [1.244740, 1.170398, 0.340701], [0.323027, -0.604532, 1.275292], [0.145035, 0.863838, -0.593204], [1.238365, 0.274752, 1.378675], [-0.875861, -1.509549, -0.598894], [-0.040307, -2.042874, -1.113491], [-1.185262, -2.417944, 0.045077], [-1.664433, -1.392193, -1.317474], [2.028048, 0.371600, 2.055341], [0.238695, 0.641238, -1.678335], [-1.405138, 0.044504, 0.724377]],
  "forces_ev_per_a": [[0.7, -0.6, 0.5], [0.7, 1.2, 0.2], [3.1, -0.1, 0.0], [-2.4, -2.8, -1.8], [-0.1, -1.2, 1.4], [-2.2, 1.5, 0.1], [-0.9, 1.4, -2.6], [-0.3, -3.2, 0.3], [0.1, 1.6, 0.4], [0.1, 2.1, -0.2], [-0.4, 0.6, -0.3], [0.8, -0.4, 1.4], [1.1, -0.4, 1.1], [-0.5, 0.3, -0.7]]
}

---

How do the records compare in HOMO-LUMO gap? In the order shown, they have 10.452 9.555 eV.
How do the records compare in E_LUMO? In the order shown, they have -1.222 -4.621 eV.
How do the records compare in total energy? In the order shown, they have -83329.95438 -18484.80968 eV.